Record 1
This record from the OMol25 dataset describes 2 unconnected molecules or ions with the total composition C5H13N2. The level of theory is wB97M-V/def2-TZVPD.

Values from the calculation:
- Molecular weight: 101.2 g mol⁻¹
- Total charge: +1
- Lowest unoccupied orbital energy: -3.6 eV
- Highest occupied orbital energy: -13.16 eV

Atoms and positions in Å:
N (0.5611, 0.1860, 1.7186)
C (0.4644, 0.7934, -2.1427)
H (0.5058, 1.5959, 3.1977)
H (-1.0096, -3.2729, -0.7373)
N (-0.5404, 2.2094, 1.5314)
H (-1.2738, -2.2954, 0.6531)
C (-0.5793, -1.1876, -1.0120)
C (0.1888, 1.3371, 2.1936)
H (-0.5561, 1.0414, -2.4269)
H (0.3923, -2.7102, 0.1953)
H (-0.5151, 3.1763, 1.8198)
H (1.4876, -0.9479, -1.2556)
H (0.8727, 1.6290, -1.5632)
C (-0.5900, -2.4313, -0.1827)
H (-1.5462, -0.7502, -1.2332)
H (1.0531, 0.7188, -3.0524)
H (0.9477, -0.4869, 2.3633)
H (0.4189, -0.1073, 0.7418)
C (0.4993, -0.5010, -1.3792)
H (-0.7812, 2.0034, 0.5705)

Results of the Löwdin charge analysis, in e, for atoms 1 through 5: 0.212, -0.096, 0.165, 0.087, 0.199

***

Record 2
This record from the OMol25 dataset describes 2 unconnected molecules or ions with the total composition C5H13N2 at a distorted geometry. The level of theory is wB97M-V/def2-TZVPD.

Values from the calculation:
- Molecular weight: 101.2 g mol⁻¹
- Total charge: +1
- Lowest unoccupied orbital energy: -3.2 eV
- Highest occupied orbital energy: -13.33 eV

Atoms and positions in Å:
C (2.0342, 0.6340, 0.9348)
N (-2.1789, 0.3537, -0.8897)
H (-2.2916, 1.4761, 0.8555)
H (-1.0136, 1.9658, -0.2732)
C (-1.0546, -0.0708, 0.0089)
H (-2.2677, -1.0090, 1.3663)
H (2.7521, -0.0312, -2.0277)
H (-1.1766, -2.1609, 0.5448)
H (1.8680, -1.1732, -1.1593)
H (-2.1943, 0.5875, -1.8525)
H (-0.1236, -0.2754, -0.6058)
C (-1.3122, -1.1641, 0.9635)
H (3.5783, -0.6424, -0.6108)
H (-3.0922, -0.1067, -0.8831)
H (1.5438, 1.2699, 1.6578)
N (1.6969, 0.4631, -0.2300)
H (-0.5965, -1.2614, 1.7249)
H (2.8752, 0.1974, 1.3595)
C (-1.5975, 1.2560, 0.1502)
C (2.5506, -0.3085, -1.0339)

Results of the Löwdin charge analysis, in e, for atoms 1 through 5: -0.052, 0.147, 0.115, 0.109, -0.268

***

Record 3
This record from the OMol25 dataset describes 2 unconnected molecules or ions with the total composition C5H13N2 at a distorted geometry. The level of theory is wB97M-V/def2-TZVPD.

Values from the calculation:
- Molecular weight: 101.2 g mol⁻¹
- Total charge: +1
- Lowest unoccupied orbital energy: -8.9 eV
- Highest occupied orbital energy: -13.35 eV

Atoms and positions in Å:
C (-0.2259, 0.0203, -0.0939)
C (0.2953, 1.4828, -0.0597)
H (0.2560, -1.0729, 1.5781)
N (0.6970, -0.7379, 0.7273)
C (-1.4607, -1.5685, -1.5651)
H (2.5150, 2.9918, 3.5813)
H (-0.2028, 2.2600, -0.6777)
H (0.7986, 2.7520, 1.5150)
H (-2.0722, -3.5471, -1.1756)
H (-1.1790, 0.0204, 0.4413)
H (1.9485, 2.5145, 3.4995)
H (-0.3136, -3.0817, -0.7765)
C (-0.4051, -0.4899, -1.5379)
H (1.3037, 1.4013, -0.5412)
H (-0.7061, 0.3184, -2.1971)
H (0.5570, -0.8792, -1.8740)
C (-1.2740, -2.8215, -1.1923)
H (1.4974, -0.1978, 1.0617)
H (-2.4045, -1.2130, -1.9549)
N (0.3753, 1.8478, 1.2417)

Results of the Löwdin charge analysis, in e, for atoms 1 through 5: -0.356, -0.212, 0.119, 0.148, -0.174

***

Record 4
This record from the OMol25 dataset describes 2 unconnected molecules or ions with the total composition C5H13N2 at a distorted geometry. The level of theory is wB97M-V/def2-TZVPD.

Values from the calculation:
- Molecular weight: 101.2 g mol⁻¹
- Total charge: +1
- Lowest unoccupied orbital energy: -3.3 eV
- Highest occupied orbital energy: -13.43 eV

Atoms and positions in Å:
H (-1.5136, -1.2549, -0.5706)
H (0.1538, 0.1038, 2.8065)
H (-1.4602, 1.4655, 1.0925)
N (2.2072, 0.9552, -3.0770)
H (-2.4948, 0.5796, 2.3404)
H (2.9970, 1.3905, -2.5638)
H (2.2782, 0.8696, -4.1179)
C (1.1485, 0.6467, -2.4125)
N (1.0373, 0.5082, -1.1582)
H (0.2802, -0.2220, -0.5328)
H (0.2216, 0.5014, -2.9758)
C (-1.9584, 0.5904, 1.3581)
C (-0.1655, -0.8421, 2.5349)
H (1.8948, 0.6617, -0.5722)
C (-0.9545, -0.5238, 1.3211)
C (-0.7077, -1.1799, 0.0816)
H (-2.7027, 0.6221, 0.6112)
H (0.5862, -1.6100, 2.2809)
H (-0.7312, -1.1615, 3.3001)
H (-0.1161, -2.1003, 0.2536)

Results of the Löwdin charge analysis, in e, for atoms 1 through 5: 0.064, 0.080, 0.075, 0.153, 0.121

***

Record 5
This record from the OMol25 dataset describes 2 unconnected molecules or ions with the total composition C5H13N2 at a distorted geometry. The level of theory is wB97M-V/def2-TZVPD.

Values from the calculation:
- Molecular weight: 101.2 g mol⁻¹
- Total charge: +1
- Lowest unoccupied orbital energy: -3.6 eV
- Highest occupied orbital energy: -13.17 eV

Atoms and positions in Å:
H (-1.5254, -2.0096, -2.1917)
C (-1.1517, -1.6008, -1.2519)
H (-0.2297, -0.8205, 2.0938)
C (1.0507, 2.2618, -0.8445)
H (-0.2184, -3.3071, -0.9681)
H (-1.6281, 0.2086, -1.8523)
H (1.9282, 0.4360, -0.0165)
H (0.2029, 0.3690, 3.3975)
C (0.4682, 0.0390, 2.3402)
N (-0.5587, -2.4894, -0.4818)
H (-0.3739, 1.8745, 1.5175)
H (1.5137, -0.3726, 2.4255)
H (-0.7740, 0.1434, -0.3274)
H (2.0722, 2.4127, -1.2006)
C (1.0526, 1.1183, 0.1330)
C (0.3560, 1.1107, 1.2923)
N (-1.2573, -0.3109, -1.0869)
H (0.4802, 2.0438, -1.7888)
H (0.6005, 3.1794, -0.4328)
H (0.0085, -2.1286, 0.3097)

Results of the Löwdin charge analysis, in e, for atoms 1 through 5: 0.165, -0.167, 0.067, -0.101, 0.139

***

Record 6
This record from the OMol25 dataset describes a gas-phase ion, C5H13N2 (charge +1) at a distorted geometry. The level of theory is wB97M-V/def2-TZVPD.

Values from the calculation:
- Structure (SMILES): C[C@H]([NH3+])C/C=C/N
- Molecular weight: 101.2 g mol⁻¹
- Total charge: +1
- Lowest unoccupied orbital energy: -3.3 eV
- Highest occupied orbital energy: -11.66 eV

Atoms and positions in Å:
H (-3.2027, -2.5617, -1.9480)
C (-0.5216, 0.4234, 0.5692)
H (1.0942, 0.8744, -1.2330)
H (-2.8133, -1.1171, -2.7149)
C (-0.9966, -0.0858, -0.8128)
C (1.0069, 0.2365, 0.6792)
C (-1.6724, -1.2941, -0.9398)
C (1.6538, 0.4731, 2.0185)
H (-0.8902, 0.5955, -1.7746)
H (1.0810, 0.8865, 2.8870)
H (2.6611, 0.9579, 2.0185)
N (1.7267, 1.1485, -0.4854)
H (-1.7953, -2.0272, -0.0373)
H (1.3340, -0.8221, 0.2666)
H (-0.9754, -0.2625, 1.3170)
H (1.4767, -0.4338, 2.4833)
H (1.4234, 2.0863, -0.3170)
H (2.7932, 1.1994, -0.8193)
N (-2.4724, -1.7470, -1.9767)
H (-0.9111, 1.4697, 0.8193)

Results of the Löwdin charge analysis, in e, for atoms 1 through 5: 0.155, -0.182, 0.094, 0.099, -0.170

***

Record 7
This record from the OMol25 dataset describes 2 unconnected molecules or ions with the total composition C5H13N2 at a distorted geometry. The level of theory is wB97M-V/def2-TZVPD.

Values from the calculation:
- Molecular weight: 101.2 g mol⁻¹
- Total charge: +1
- Lowest unoccupied orbital energy: -5.2 eV
- Highest occupied orbital energy: -13.10 eV

Atoms and positions in Å:
H (0.0381, 0.2794, -1.3021)
H (-0.3155, -1.9394, -1.9109)
H (-2.0678, 1.9069, -1.9388)
C (-1.7122, 0.6840, -0.1962)
C (2.7519, -0.5461, 0.1035)
C (1.5566, -0.7651, 2.0854)
H (2.2282, -0.7811, 2.9511)
H (-1.7764, -1.9343, -0.7254)
C (-1.8125, 2.0380, -0.8902)
H (-2.5483, 2.6605, -0.3865)
H (-1.2765, 0.7952, 0.7979)
N (2.2493, 0.0610, 1.0945)
C (-1.0222, -1.3997, -1.2973)
H (2.9649, -1.6235, 0.0966)
H (0.6306, -0.2845, 2.4090)
H (1.2842, -1.7728, 1.7610)
H (-0.8599, 2.5668, -0.8437)
H (3.1679, 0.0822, -0.6816)
N (-0.8156, -0.1866, -0.9878)
H (-2.6648, 0.1592, -0.1383)

Results of the Löwdin charge analysis, in e, for atoms 1 through 5: 0.172, 0.127, 0.088, -0.171, -0.099

***

Record 8
This record from the OMol25 dataset describes 2 unconnected molecules or ions with the total composition C5H13N2 at a distorted geometry. The level of theory is wB97M-V/def2-TZVPD.

Values from the calculation:
- Molecular weight: 101.2 g mol⁻¹
- Total charge: +1
- Lowest unoccupied orbital energy: -6.8 eV
- Highest occupied orbital energy: -13.55 eV

Atoms and positions in Å:
H (1.4725, -1.1645, -1.8636)
H (-0.6427, 0.2004, -1.5892)
C (0.0908, -1.1349, 0.8349)
H (-0.5477, -1.2310, 3.0447)
H (-1.3334, 0.9660, 2.8805)
C (0.9221, -0.3688, 0.0395)
H (-0.2668, -2.0425, 0.4110)
H (1.8454, 1.2822, -2.5323)
H (3.0350, 0.7460, -1.6317)
N (-1.6117, 0.2787, -2.0327)
H (-1.1953, 1.1730, 1.0913)
H (-1.7057, 1.1725, -2.4716)
H (1.3616, 0.4228, 0.6464)
C (-1.3251, 0.4217, 1.9585)
H (0.7349, -0.0853, 2.6070)
C (1.3726, -0.2864, -1.2432)
H (-2.2626, -0.1774, 1.8454)
N (2.0285, 1.0137, -1.5616)
C (-0.1512, -0.6160, 2.1444)
H (-1.8212, -0.5699, -2.5775)

Results of the Löwdin charge analysis, in e, for atoms 1 through 5: 0.139, -0.022, 0.039, 0.164, 0.074

***

Record 9
This record from the OMol25 dataset describes 2 unconnected molecules or ions with the total composition C5H13N2 at a distorted geometry. The level of theory is wB97M-V/def2-TZVPD.

Values from the calculation:
- Molecular weight: 101.2 g mol⁻¹
- Total charge: +1
- Lowest unoccupied orbital energy: -7.1 eV
- Highest occupied orbital energy: -12.41 eV

Atoms and positions in Å:
C (0.0273, -1.0027, 1.1476)
C (0.0793, 2.3385, -0.3933)
H (-0.8077, -1.5252, 1.6183)
H (-0.6969, -2.1012, -0.5394)
H (-2.2874, 2.4921, 1.0418)
C (1.7801, -2.4874, -1.5393)
H (2.8092, -2.3069, -1.8161)
C (-1.8533, 1.4949, 0.9648)
H (1.1968, -3.2069, -2.0985)
N (0.0090, -1.5150, -0.1014)
H (2.0569, -1.0542, -0.1379)
H (1.0266, 1.7998, -0.4480)
H (-1.2750, 1.3214, 1.8791)
H (1.0044, -1.3023, 1.5175)
C (1.2918, -1.6214, -0.6569)
H (-2.6914, 0.7986, 0.9223)
H (-0.6966, 0.4904, -0.2736)
H (0.1255, 3.0124, 0.4650)
N (-1.0650, 1.4212, -0.2665)
H (-0.0338, 2.9541, -1.2854)

Results of the Löwdin charge analysis, in e, for atoms 1 through 5: 0.176, -0.106, 0.140, 0.194, 0.088

***

Record 10
This record from the OMol25 dataset describes a gas-phase ion, C5H13N2 (charge +1) at a distorted geometry. The level of theory is wB97M-V/def2-TZVPD.

Values from the calculation:
- Structure (SMILES): C=CC[C@H]([NH3+])CN
- Molecular weight: 101.2 g mol⁻¹
- Total charge: +1
- Lowest unoccupied orbital energy: -3.1 eV
- Highest occupied orbital energy: -13.34 eV

Atoms and positions in Å:
H (-2.8228, 2.3637, -1.7791)
C (0.0867, 1.2793, -0.2227)
C (-0.9561, 1.3931, -1.3004)
H (-1.8517, 2.8737, -0.1981)
C (0.7755, -1.2050, -0.4810)
N (0.9149, -2.5064, 0.1889)
H (-0.0817, -0.2305, 2.5085)
H (1.0507, -1.2431, 1.7376)
H (-1.1091, -0.4181, 0.4403)
H (1.1131, 1.2389, -0.6828)
H (0.2851, -1.3611, -1.4728)
N (0.6207, -0.3053, 1.8520)
H (1.8476, -2.9842, 0.1514)
C (-0.0346, -0.2156, 0.3776)
C (-1.9926, 2.2367, -1.0639)
H (1.1882, 0.4574, 2.0188)
H (-0.1985, 1.8931, 0.6573)
H (0.1798, -3.2166, 0.0743)
H (-0.8129, 0.6675, -2.1547)
H (1.7975, -0.7175, -0.6512)

Results of the Löwdin charge analysis, in e, for atoms 1 through 5: 0.078, -0.167, -0.188, 0.061, -0.233

***

Record 11
This record from the OMol25 dataset describes 2 unconnected molecules or ions with the total composition C5H13N2 at a distorted geometry. The level of theory is wB97M-V/def2-TZVPD.

Values from the calculation:
- Spin multiplicity: 2
- <S²>: 1.61
- Molecular weight: 101.2 g mol⁻¹
- Total charge: +2
- Lowest unoccupied orbital energy (alpha / beta): -10.1 / -11.6 eV
- Highest occupied orbital energy (alpha / beta): -18.68 / -19.02 eV

Atoms and positions in Å:
H (1.1593, 2.3157, 0.2815)
H (-0.0556, 2.3380, 1.5681)
C (0.9981, 2.1510, 1.3401)
H (-2.1113, 0.4066, -0.1691)
H (0.7764, 0.2184, 1.0166)
H (-0.4710, 1.2372, -0.6779)
H (1.6146, 2.8526, 1.9040)
H (-1.1282, -2.0806, -0.8205)
H (1.1210, 1.1502, 3.7611)
N (-1.0524, -0.2874, -1.7432)
H (-0.2840, 0.3463, 3.0131)
N (1.3072, 0.7624, 1.7197)
H (-0.4879, -3.4354, -2.8346)
H (1.1844, -0.5780, 3.3590)
H (0.1713, -1.8937, -3.6373)
C (-0.3864, -2.3558, -2.8373)
C (-1.0578, 0.3655, -0.4169)
H (-0.6199, 0.2156, -2.5195)
C (0.8118, 0.3986, 3.0386)
C (-0.8520, -1.6085, -1.7601)

Results of the Löwdin charge analysis, in e, for atoms 1 through 5: 0.097, 0.130, -0.021, 0.116, 0.114

***

Record 12
This record from the OMol25 dataset describes 2 unconnected molecules or ions with the total composition C5H13N2O. The level of theory is wB97M-V/def2-TZVPD.

Values from the calculation:
- Molecular weight: 117.2 g mol⁻¹
- Total charge: -1
- Lowest unoccupied orbital energy: 4.1 eV
- Highest occupied orbital energy: -3.14 eV

Atoms and positions in Å:
H (-0.2600, 1.5420, -2.6605)
N (1.8161, -2.6039, 2.6667)
C (-0.9489, 1.0728, -1.9152)
H (2.7019, -0.7977, -1.2405)
C (2.2017, -1.6356, 0.4872)
H (-1.8382, 0.7773, -2.5213)
H (0.3020, -1.5970, 1.4046)
H (-0.5236, 2.6122, -0.4667)
H (-2.4980, 2.4027, 0.9150)
H (1.2186, -3.4205, 2.7785)
H (3.2337, -1.9451, 0.6269)
C (1.3485, -1.8631, 1.5027)
H (1.6695, -2.0633, 3.5043)
N (1.8930, -1.0622, -0.7099)
C (-1.4030, 2.2046, -0.9715)
C (-2.3606, 1.6847, 0.1003)
H (-3.3494, 1.4401, -0.2903)
O (-0.4030, 0.0253, -1.2482)
H (0.9606, -0.5818, -0.9266)
H (-1.8618, 3.0203, -1.5488)
H (-1.8990, 0.7880, 0.5133)

Results of the Löwdin charge analysis, in e, for atoms 1 through 5: 0.080, -0.053, -0.492, 0.052, -0.268

***

> Which value of molecular weight does entry 6 give?

101.2 g mol⁻¹

***

Copy entry 10 word for word.
This record from the OMol25 dataset describes a gas-phase ion, C5H13N2 (charge +1) at a distorted geometry. The level of theory is wB97M-V/def2-TZVPD.

Values from the calculation:
- Structure (SMILES): C=CC[C@H]([NH3+])CN
- Molecular weight: 101.2 g mol⁻¹
- Total charge: +1
- Lowest unoccupied orbital energy: -3.1 eV
- Highest occupied orbital energy: -13.34 eV

Atoms and positions in Å:
H (-2.8228, 2.3637, -1.7791)
C (0.0867, 1.2793, -0.2227)
C (-0.9561, 1.3931, -1.3004)
H (-1.8517, 2.8737, -0.1981)
C (0.7755, -1.2050, -0.4810)
N (0.9149, -2.5064, 0.1889)
H (-0.0817, -0.2305, 2.5085)
H (1.0507, -1.2431, 1.7376)
H (-1.1091, -0.4181, 0.4403)
H (1.1131, 1.2389, -0.6828)
H (0.2851, -1.3611, -1.4728)
N (0.6207, -0.3053, 1.8520)
H (1.8476, -2.9842, 0.1514)
C (-0.0346, -0.2156, 0.3776)
C (-1.9926, 2.2367, -1.0639)
H (1.1882, 0.4574, 2.0188)
H (-0.1985, 1.8931, 0.6573)
H (0.1798, -3.2166, 0.0743)
H (-0.8129, 0.6675, -2.1547)
H (1.7975, -0.7175, -0.6512)

Results of the Löwdin charge analysis, in e, for atoms 1 through 5: 0.078, -0.167, -0.188, 0.061, -0.233